1.
Here is C39H33Br5InN4O3S as an isolated structure in a non-equilibrium geometry from the Open Molecules 2025 dataset. Energies are from ωB97M-V/def2-TZVPD.

```
86
Properties=species:S:1:pos:R:3:forces:R:3
In 0.802926 1.252052 0.173720 0.49 -0.24 1.30
C -1.829453 -3.654289 2.308431 0.04 0.09 0.00
C -2.610659 -2.504204 2.313814 0.09 0.09 0.03
C -2.012559 -1.248929 2.245356 -0.07 -0.04 0.09
C -0.625534 -1.130760 2.180575 0.31 0.06 -0.17
C 0.152641 -2.284407 2.191425 0.07 -0.14 -0.08
C -0.444558 -3.536674 2.248184 -0.04 0.01 0.01
N -0.003026 0.138281 2.061881 -0.21 -0.19 -0.21
C 0.171998 0.833112 3.170709 -0.25 0.14 0.39
C -0.022300 0.298830 4.502165 0.03 0.01 -0.41
C 0.102308 1.084268 5.596695 0.16 0.45 0.15
C 0.418886 2.481002 5.506360 -0.06 -0.43 0.20
C 0.601763 3.030409 4.284371 0.00 -0.06 -0.38
C 0.476839 2.234354 3.108920 0.11 -0.06 0.06
N 0.420030 2.763205 1.869267 0.25 0.26 -0.06
N 0.495157 4.019145 1.708210 -0.62 0.08 -0.47
C -0.167945 4.428950 0.524218 0.25 0.01 0.28
C 0.117864 5.688393 -0.002644 0.10 0.11 -0.01
C -0.654044 6.150367 -1.048100 0.00 0.06 0.00
C -1.680478 5.351969 -1.545690 -0.02 0.07 0.11
C -1.861265 4.105203 -0.979795 -0.02 -0.09 0.18
N -1.130815 3.646541 0.041865 -0.24 0.04 -0.06
H -2.293863 -4.632043 2.355459 0.01 0.03 -0.01
H -3.691526 -2.583234 2.372190 0.05 0.01 -0.01
H -2.607217 -0.341610 2.243379 0.00 -0.05 0.02
H 1.232741 -2.182953 2.145866 -0.05 -0.01 0.01
H 0.176545 -4.424684 2.248620 -0.02 0.02 0.00
H -0.248055 -0.752409 4.607608 0.00 -0.02 0.01
H -0.023464 0.637042 6.576389 -0.02 0.03 -0.01
H 0.520210 3.077945 6.404131 -0.01 -0.06 -0.03
H 0.840396 4.077830 4.159970 -0.02 -0.02 -0.02
H 0.932399 6.263910 0.419421 -0.07 -0.01 -0.02
H -0.462182 7.128065 -1.475378 0.01 -0.05 0.00
H -2.310302 5.680887 -2.361659 0.03 -0.02 0.03
H -2.620349 3.429330 -1.360813 0.08 -0.02 0.01
Br 5.998994 -0.751550 5.118085 0.02 0.01 -0.04
C 5.339199 -0.700271 3.342713 -0.09 0.03 -0.11
C 5.892556 -1.529594 2.373515 -0.09 0.14 -0.05
Br 7.323933 -2.698593 2.774892 -0.06 0.01 0.00
C 5.369604 -1.455684 1.077703 -0.02 0.02 0.07
Br 6.091411 -2.499239 -0.327383 -0.01 0.00 0.03
C 4.315445 -0.610143 0.752946 0.00 -0.10 -0.06
O 3.917429 -0.508011 -0.523794 0.11 -0.13 -0.21
C 3.690096 0.213202 1.730309 -0.31 0.29 0.24
O 2.685563 0.987101 1.449287 0.50 -0.16 0.26
C 4.285999 0.159379 3.018744 0.00 0.00 -0.16
Br 3.656532 1.423399 4.263121 -0.16 0.04 0.11
Br 0.746710 3.136213 -2.411359 0.20 0.18 -0.23
C 0.861882 1.526620 -3.394047 0.08 -0.13 0.05
C 0.474217 1.563196 -4.710189 0.04 -0.04 0.00
C 0.659474 0.439652 -5.518783 0.01 -0.06 0.04
C 1.257046 -0.674737 -4.957336 -0.06 -0.04 -0.06
C 1.616790 -0.718485 -3.611794 0.16 -0.14 0.01
C 2.190183 -1.922816 -3.041623 0.00 0.15 -0.21
C 2.557458 -2.013555 -1.762641 -0.05 -0.04 0.17
C 2.486832 -0.858019 -0.820165 0.10 0.11 -0.34
C 1.807143 0.336276 -1.376525 -1.24 -0.39 -0.62
C 1.391614 0.388616 -2.734786 0.65 0.04 0.11
H 0.052973 2.474239 -5.117857 0.02 -0.03 0.03
H 0.354698 0.453067 -6.558006 0.05 0.01 0.03
H 1.449089 -1.554376 -5.568430 -0.03 0.05 0.05
H 2.291357 -2.786585 -3.694950 0.00 0.04 0.02
H 2.954888 -2.943733 -1.365557 -0.01 0.04 -0.02
H 2.082837 -1.198917 0.139658 0.14 0.04 0.08
C -5.973253 -1.171222 -1.919638 0.00 0.01 -0.05
C -4.452717 -1.069903 -2.044893 -0.18 0.06 0.05
C -3.866191 -0.325019 -0.857702 -0.16 -0.14 0.14
S -2.081191 -0.120849 -0.834226 0.48 0.57 -0.71
O -1.727285 0.590695 -2.116631 -0.33 -0.21 0.57
C -1.544265 -1.846578 -0.996331 -0.04 -0.13 -0.18
C -1.192264 -2.225617 -2.428088 0.02 -0.19 0.10
C -0.605852 -3.636308 -2.458865 -0.02 -0.04 0.03
H -6.405260 -1.685198 -2.781076 0.01 0.03 0.04
H -6.434352 -0.181127 -1.854220 0.05 -0.06 -0.01
H -6.255593 -1.729089 -1.022196 0.01 0.03 -0.04
H -4.180807 -0.550456 -2.964693 0.06 -0.01 0.00
H -4.030936 -2.073056 -2.102462 0.03 -0.04 0.01
H -4.129936 -0.805205 0.092978 0.00 0.04 -0.07
H -4.227469 0.707197 -0.831660 -0.06 -0.04 0.05
H -2.313826 -2.482590 -0.546479 0.06 0.02 -0.07
H -0.651903 -1.932970 -0.376043 0.03 0.03 0.03
H -0.473737 -1.503186 -2.814892 -0.09 -0.06 0.04
H -2.063802 -2.171163 -3.080302 -0.06 0.04 0.00
H 0.315723 -3.686662 -1.872465 -0.12 0.02 -0.04
H -0.360181 -3.933239 -3.482032 -0.01 0.02 0.06
H -1.309928 -4.369981 -2.048928 0.02 0.04 -0.07
```
Forces are in eV/Å.

Values from the calculation:
ΔE to the lowest compared entry with this formula, charge and spin: 100.3 kcal/mol
energy: -419301.9549 eV
molar mass: 1152.12 g/mol
net charge: -1

---

2.
Here is C39H34EuN12P as an isolated structure from the Open Molecules 2025 dataset. Energies are from ωB97M-V/def2-TZVPD.

```
87
Properties=species:S:1:pos:R:3:forces:R:3
Eu 0.525833 0.014648 0.463205 0.00 -0.47 0.02
C 2.953793 -4.910332 3.032934 0.02 0.03 0.01
N 2.844414 -3.479758 2.754926 -0.01 0.01 0.03
C 3.605178 -2.509674 3.336232 0.00 0.01 -0.01
C 3.200652 -1.327021 2.792038 0.00 -0.02 -0.03
N 2.198240 -1.552560 1.884681 -0.12 0.13 0.15
C 2.007333 -2.870407 1.882400 0.01 0.00 -0.11
P 1.005232 -3.827926 0.708999 -0.02 -0.06 0.02
C -0.628137 -3.071979 0.995245 0.05 0.05 0.06
N -0.868138 -1.812081 1.342308 -0.06 0.04 0.10
C -2.219117 -1.701759 1.527623 0.02 -0.06 -0.03
C -2.798148 -2.914284 1.297039 0.03 -0.01 -0.02
N -1.786357 -3.771312 0.963669 -0.01 -0.01 -0.02
C -1.953433 -5.189409 0.651653 -0.01 0.04 0.01
C 1.599791 -2.963357 -0.786861 0.06 0.03 0.04
N 1.705321 -1.649548 -0.969658 0.03 -0.08 -0.26
C 2.290795 -1.473790 -2.192196 -0.01 -0.03 0.00
C 2.548308 -2.691815 -2.749710 0.00 0.00 0.01
N 2.109946 -3.624180 -1.854184 -0.08 -0.02 -0.02
C 2.199694 -5.072954 -2.035880 0.01 0.04 -0.01
H 3.511584 -5.032077 3.956880 0.00 -0.02 -0.01
H 3.480574 -5.417557 2.227264 0.00 -0.01 0.00
H 1.966025 -5.344609 3.160922 0.00 0.00 -0.01
H 4.354108 -2.735513 4.074463 0.01 0.00 0.01
H 3.584845 -0.346996 3.004094 0.00 0.04 0.01
H -2.683470 -0.767480 1.795074 -0.01 0.00 0.00
H -3.823580 -3.236339 1.341981 -0.01 -0.01 0.00
H -3.017064 -5.405056 0.616351 0.01 -0.01 0.00
H -1.488546 -5.804466 1.419013 0.00 -0.01 -0.01
H -1.518415 -5.414057 -0.319406 0.00 -0.01 0.00
H 2.493664 -0.497856 -2.597987 0.01 0.00 0.00
H 3.001376 -2.968872 -3.685153 0.01 0.00 -0.01
H 2.554268 -5.265668 -3.044004 0.00 -0.01 0.01
H 1.220711 -5.529136 -1.911843 0.01 -0.01 0.00
H 2.899510 -5.501888 -1.322393 0.00 -0.01 -0.01
N -7.317172 5.037999 -4.650072 -0.02 0.02 -0.02
C -6.509652 4.462303 -4.072415 0.05 -0.05 0.05
C -5.496377 3.739758 -3.347816 -0.05 0.04 -0.04
C -5.784898 3.211565 -2.092629 0.01 -0.01 0.02
C -4.803690 2.528022 -1.394850 -0.03 0.03 -0.03
C -3.541234 2.353786 -1.952243 0.06 -0.05 0.07
C -3.262844 2.874356 -3.211379 -0.03 0.00 -0.04
C -4.232776 3.573870 -3.908061 0.02 -0.01 0.00
C -2.485864 1.608347 -1.200666 -0.05 0.11 -0.02
C -2.138153 0.359941 -1.726884 0.06 -0.08 -0.03
C -2.819021 -0.276814 -2.794734 -0.01 0.00 0.03
C -2.204510 -1.491435 -3.002811 0.03 0.00 0.03
C -1.161431 -1.553155 -2.067784 -0.01 -0.04 0.02
N -1.098055 -0.467220 -1.288007 0.07 0.29 0.01
C -1.987592 2.249082 -0.062772 -0.04 0.01 0.06
C -2.356503 3.555259 0.345594 0.01 0.02 0.02
C -1.702027 3.818559 1.528466 -0.01 -0.01 0.00
C -0.952579 2.670663 1.808430 0.03 -0.05 0.04
N -1.092277 1.715032 0.874294 -0.14 0.07 -0.09
H -6.770904 3.342573 -1.669228 0.00 0.00 0.00
H -5.020237 2.123896 -0.414528 0.00 -0.01 0.00
H -2.281544 2.734005 -3.646790 0.01 0.00 0.00
H -4.020791 3.989191 -4.883425 0.00 0.00 0.00
H -3.672537 0.119736 -3.318193 -0.02 0.00 -0.01
H -2.459524 -2.245184 -3.728606 0.00 -0.01 -0.02
H -0.456937 -2.362895 -1.954983 -0.01 0.00 -0.01
H -3.028576 4.209631 -0.183959 0.01 0.01 0.00
H -1.752450 4.710221 2.129924 0.00 0.01 0.01
H -0.324408 2.523807 2.674776 -0.02 0.01 -0.03
C 3.266403 2.009954 5.385235 -0.01 0.01 0.00
C 2.068809 1.406330 5.025079 0.03 0.00 -0.04
C 1.708833 1.350922 3.688915 0.00 -0.08 0.04
C 2.531726 1.927819 2.729391 -0.07 0.00 -0.21
C 3.730126 2.537610 3.081264 0.02 0.02 0.06
C 4.096334 2.564696 4.416043 -0.01 0.00 -0.01
N 2.086353 1.848265 1.369993 0.08 0.21 -0.09
N 2.550956 2.720916 0.618336 -0.13 0.01 -0.01
C 2.082576 2.730974 -0.728867 0.10 -0.01 0.10
C 2.456588 3.833509 -1.471023 0.00 -0.01 -0.02
C 2.006192 3.927247 -2.781703 0.01 0.02 0.00
C 1.217167 2.911739 -3.289069 -0.01 -0.04 0.02
C 0.897721 1.834832 -2.471475 -0.01 0.02 -0.03
N 1.318156 1.740293 -1.209627 0.15 -0.02 0.19
H 3.557145 2.048549 6.426126 0.00 0.00 0.01
H 1.424428 0.977370 5.779500 -0.01 -0.01 0.01
H 0.784873 0.856314 3.403649 0.02 0.00 0.02
H 4.361271 2.972146 2.319357 0.00 -0.01 -0.01
H 5.031098 3.024937 4.704601 0.00 0.01 0.01
H 3.079084 4.589717 -1.015676 0.00 0.01 0.00
H 2.271702 4.779895 -3.391517 0.00 0.00 0.00
H 0.850241 2.937514 -4.305116 0.00 0.01 -0.01
H 0.279992 1.020620 -2.831785 0.00 0.01 0.00
```
Forces are in eV/Å.

Values from the calculation:
ΔE to the lowest compared entry with this formula, charge and spin: 0.0 kcal/mol
energy: -87483.1831 eV
molar mass: 853.72 g/mol
net charge: +2
multiplicity: 7

---

Question: energy of number 2 (C39H34EuN12P)?
Answer: -87483.1831 eV

---

Question: What is the ΔE to the lowest compared entry with this formula, charge and spin in the second record?
Answer: 0.0 kcal/mol

---

Question: Which formula does entry 1 have?
Answer: C39H33Br5InN4O3S